# C15H37FN2O8S

A cluster of 3 separate species, C15H37FN2O8S in total at a distorted geometry (wB97M-V/def2-TZVPD, the OMol25 dataset).

```
64
C15H37FN2O8S, DFT wB97M-V/def2-TZVPD
C -6.289 2.524 3.888
C -6.255 1.415 2.680
N -5.622 0.089 3.048
N -5.064 0.085 4.312
C -5.678 -0.928 5.245
S -3.319 0.043 4.297
O -2.707 -1.211 3.628
O -2.796 1.304 3.512
F -2.795 0.289 5.937
H -7.107 3.333 3.568
H -5.236 3.057 3.899
H -6.633 2.117 4.929
H -5.654 1.910 1.782
H -7.365 1.293 2.294
H -6.377 -0.619 2.921
H -4.851 -1.310 6.014
H -6.240 -1.816 4.733
H -6.477 -0.359 5.925
C 0.317 0.876 0.635
O 0.888 -0.240 1.296
C -0.080 -1.255 1.578
C 0.604 -2.612 1.754
O 0.936 -3.237 0.507
C 2.052 -2.671 -0.194
C 3.397 -2.999 0.459
O 3.641 -2.120 1.559
C 4.606 -2.641 2.459
H -0.454 1.338 1.258
H 1.110 1.606 0.449
H -0.104 0.575 -0.330
H -0.818 -1.319 0.770
H -0.585 -0.974 2.508
H -0.109 -3.289 2.236
H 1.475 -2.551 2.410
H 1.919 -1.598 -0.348
H 2.036 -3.137 -1.186
H 4.204 -2.850 -0.266
H 3.397 -4.042 0.795
H 4.254 -3.584 2.887
H 4.740 -1.923 3.273
H 5.563 -2.788 1.952
C 2.323 1.353 -7.445
O 2.609 1.685 -6.097
C 1.860 2.819 -5.649
C 1.745 2.814 -4.123
O 0.733 1.920 -3.641
C 1.055 0.524 -3.705
C 2.089 0.101 -2.659
O 3.407 0.427 -3.104
C 4.337 0.484 -2.034
H 2.579 2.184 -8.108
H 2.925 0.481 -7.717
H 1.267 1.088 -7.557
H 0.857 2.817 -6.091
H 2.399 3.715 -5.975
H 1.425 3.812 -3.806
H 2.706 2.622 -3.640
H 1.349 0.233 -4.716
H 0.118 0.001 -3.485
H 2.048 -0.984 -2.519
H 1.873 0.599 -1.706
H 4.048 1.264 -1.322
H 5.318 0.740 -2.444
H 4.403 -0.484 -1.531
```

Computed properties:
F_max	0.16350	Eh/bohr
total energy	-49059.3254	eV
HOMO-LUMO gap	0.2932	hartree

# C15H37FN4O6

A cluster of 4 separate species, C15H37FN4O6 in total at a distorted geometry (wB97M-V/def2-TZVPD, the OMol25 dataset).

```
63
C15H37FN4O6, DFT wB97M-V/def2-TZVPD
N 2.013 1.025 1.592
C 1.327 1.275 0.393
O 1.617 0.755 -0.652
O 0.283 2.187 0.421
C -0.626 2.021 1.473
C -1.320 0.693 1.423
O -1.290 -0.124 0.558
F -2.021 0.493 2.549
H 1.680 0.122 1.932
H 1.754 1.703 2.295
H -1.385 2.784 1.376
H -0.182 2.151 2.451
C 1.770 -2.759 6.742
O 1.698 -3.484 5.528
C 0.544 -3.250 4.748
C 0.619 -2.006 3.854
C 0.434 -0.693 4.609
N 1.871 -1.950 3.088
H 0.781 -2.626 7.190
H 2.242 -1.784 6.600
H 2.390 -3.335 7.429
H 0.451 -4.126 4.101
H -0.349 -3.224 5.387
H -0.205 -2.088 3.137
H 1.330 -0.410 5.161
H 0.219 0.117 3.909
H -0.398 -0.752 5.311
H 1.938 -2.777 2.501
H 2.639 -2.052 3.746
C -0.990 3.051 -2.688
O -1.193 4.447 -2.841
C -2.461 4.820 -3.336
C -3.560 4.884 -2.265
C -4.075 3.518 -1.825
N -3.134 5.639 -1.083
H -1.494 2.481 -3.472
H -1.328 2.710 -1.708
H 0.081 2.864 -2.750
H -2.328 5.824 -3.748
H -2.755 4.165 -4.166
H -4.402 5.420 -2.713
H -3.378 3.016 -1.154
H -5.016 3.629 -1.285
H -4.252 2.866 -2.682
H -2.903 6.589 -1.356
H -2.249 5.246 -0.776
C 0.592 -2.690 -5.317
O 0.571 -1.826 -4.198
C 0.530 -2.468 -2.938
C 1.894 -2.933 -2.408
C 2.428 -4.191 -3.088
N 2.907 -1.879 -2.479
H 0.000 -3.592 -5.140
H 1.613 -2.971 -5.588
H 0.160 -2.146 -6.158
H 0.135 -1.720 -2.246
H -0.188 -3.300 -2.964
H 1.747 -3.174 -1.350
H 2.833 -3.977 -4.076
H 3.237 -4.620 -2.497
H 1.647 -4.948 -3.193
H 2.589 -1.086 -1.929
H 2.919 -1.531 -3.433
```

Computed properties:
F_max	0.02991	Eh/bohr
total energy	-37116.5398	eV
HOMO-LUMO gap	0.3356	hartree

# C15H37FN5O6PS

A cluster of 5 separate species, C15H37FN5O6PS in total at a distorted geometry (wB97M-V/def2-TZVPD, the OMol25 dataset).

```
66
C15H37FN5O6PS, DFT wB97M-V/def2-TZVPD
C 3.144 0.745 -2.525
C 2.442 1.006 -1.055
P 1.023 -0.273 -0.673
C 1.227 -1.632 -2.001
N -0.526 0.599 -0.802
S -1.345 0.317 -2.318
O -0.493 0.904 -3.498
O -2.653 1.200 -2.291
F -1.872 -1.295 -2.574
H 2.378 0.968 -3.401
H 3.621 -0.339 -2.636
H 4.054 1.510 -2.592
H 3.238 1.011 -0.171
H 1.957 2.081 -1.096
H 2.234 -2.228 -1.765
H 1.226 -1.245 -3.112
H 0.360 -2.448 -1.927
H -1.167 0.402 0.025
C -1.491 1.971 -6.145
N -0.612 2.748 -6.993
C -1.194 3.676 -7.939
C 0.760 2.631 -6.928
O 1.560 3.257 -7.614
H -2.145 1.363 -6.776
H -2.095 2.654 -5.541
H -0.920 1.314 -5.482
H -0.879 3.400 -8.950
H -0.829 4.684 -7.720
H -2.286 3.659 -7.876
H 1.097 1.899 -6.176
C 0.617 -2.872 4.200
N 1.439 -2.105 3.288
C 1.281 -0.667 3.246
C 2.367 -2.701 2.461
O 3.093 -2.114 1.668
H -0.435 -2.708 3.951
H 0.810 -2.533 5.222
H 0.840 -3.940 4.129
H 0.997 -0.370 2.231
H 2.236 -0.196 3.496
H 0.513 -0.341 3.953
H 2.406 -3.797 2.574
C -1.338 6.113 -1.161
N -1.218 4.827 -0.506
C -2.424 4.101 -0.166
C 0.006 4.274 -0.197
O 0.179 3.194 0.354
H -1.906 6.788 -0.513
H -1.869 5.979 -2.108
H -0.355 6.548 -1.358
H -2.446 3.934 0.915
H -2.409 3.130 -0.671
H -3.312 4.661 -0.470
H 0.856 4.908 -0.499
C -1.542 -6.565 7.875
N -0.720 -5.797 6.963
C -0.878 -4.359 6.920
C 0.208 -6.394 6.135
O 0.934 -5.806 5.343
H -2.594 -6.400 7.626
H -1.348 -6.225 8.896
H -1.319 -7.633 7.803
H -1.162 -4.062 5.906
H 0.077 -3.888 7.170
H -1.645 -4.033 7.628
H 0.247 -7.489 6.248
```

Computed properties:
F_max	0.17073	Eh/bohr
total energy	-58727.9847	eV
HOMO-LUMO gap	0.2736	hartree

# C15H37N5O7Sr

A structure of composition C15H37N5O7Sr at a distorted geometry (wB97M-V/def2-TZVPD, the OMol25 dataset).

```
65
C15H37N5O7Sr, DFT wB97M-V/def2-TZVPD
Sr 0.825 0.316 -0.601
O 3.453 -0.041 1.867
H 4.385 0.014 1.580
O -1.293 1.242 -3.334
H -1.399 0.363 -3.747
C 2.524 4.378 -2.227
O 3.155 3.272 -2.125
N 2.857 5.553 -1.624
C 2.071 6.730 -1.708
C 3.948 5.408 -0.585
H 1.612 4.610 -2.798
H 2.814 7.486 -1.457
H 1.294 6.753 -0.944
H 1.689 6.798 -2.727
H 3.626 5.594 0.439
H 4.413 4.426 -0.503
H 4.739 6.150 -0.697
C -0.183 -4.920 1.365
O -0.454 -3.860 0.747
N -0.477 -6.160 1.033
C -0.304 -7.267 1.939
C -1.230 -6.535 -0.166
H 0.376 -4.932 2.313
H 0.469 -7.061 2.679
H 0.060 -8.009 1.229
H -1.282 -7.513 2.355
H -1.443 -5.835 -0.974
H -0.702 -7.358 -0.648
H -2.261 -6.844 0.007
C -4.904 0.654 0.768
O -3.674 0.426 0.442
N -6.030 0.428 0.072
C -7.329 0.463 0.635
C -5.912 -0.249 -1.185
H -5.144 1.261 1.655
H -7.408 0.837 1.656
H -7.749 -0.541 0.573
H -8.012 1.100 0.073
H -6.191 -1.302 -1.153
H -6.617 0.133 -1.923
H -4.932 -0.171 -1.655
C 3.436 -2.759 -4.578
O 2.631 -2.388 -3.761
N 3.699 -4.097 -4.660
C 4.380 -4.747 -5.793
C 2.935 -5.049 -3.921
H 3.839 -2.040 -5.307
H 5.034 -5.595 -5.593
H 4.948 -4.095 -6.457
H 3.629 -5.272 -6.383
H 2.307 -5.666 -4.564
H 3.759 -5.679 -3.587
H 2.387 -4.715 -3.040
C 0.474 3.849 4.470
O 0.012 3.718 3.301
N -0.137 4.508 5.458
C 0.429 4.600 6.798
C -1.243 5.400 5.160
H 1.346 3.321 4.884
H 1.092 5.454 6.939
H 0.851 3.676 7.193
H -0.392 4.731 7.503
H -2.066 5.274 5.864
H -0.987 6.457 5.232
H -1.746 5.316 4.196
```

Computed properties:
F_max	0.09602	Eh/bohr
total energy	-38766.8705	eV
HOMO-LUMO gap	0.2159	hartree

# C15H38N3O9V

A structure of composition C15H38N3O9V at a distorted geometry (wB97M-V/def2-TZVPD, the OMol25 dataset).

```
66
C15H38N3O9V, DFT wB97M-V/def2-TZVPD
O 0.384 0.870 0.461
V 0.165 -0.726 0.233
O -0.733 -1.337 1.365
O -0.755 0.007 -3.713
C -0.411 -0.324 -2.472
O 0.710 -0.529 -2.061
O -1.283 -0.414 -1.557
H -1.695 0.153 -3.585
C 5.269 1.555 3.016
O 4.391 1.040 2.012
C 4.436 -0.326 1.790
C 3.380 -0.698 0.755
N 2.129 -1.055 1.425
C 2.190 -2.488 1.780
C 1.926 -3.452 0.581
O 0.874 -2.884 -0.157
C 0.329 -3.679 -1.162
H 5.174 2.640 3.060
H 6.240 1.304 2.588
H 5.206 1.205 4.046
H 4.301 -0.891 2.712
H 5.424 -0.621 1.438
H 3.836 -1.422 0.080
H 3.180 0.101 0.041
H 2.235 -0.515 2.271
H 1.383 -2.641 2.497
H 3.111 -2.684 2.329
H 1.666 -4.453 0.923
H 2.845 -3.504 -0.003
H 1.075 -3.838 -1.941
H -0.632 -3.301 -1.510
H 0.065 -4.654 -0.753
C 2.008 5.423 -0.824
C 1.006 4.303 -0.677
C 0.842 3.511 -2.010
O -0.007 4.299 -2.839
C -0.335 3.647 -4.054
N 1.490 3.570 0.426
H 2.326 5.949 0.076
H 1.508 6.148 -1.466
H 2.887 5.054 -1.354
H 0.071 4.659 -0.245
H 0.431 2.524 -1.797
H 1.806 3.336 -2.489
H -1.136 4.158 -4.590
H -0.700 2.685 -3.695
H 0.461 3.376 -4.747
H 0.974 2.702 0.393
H 2.447 3.285 0.276
C -5.689 -3.391 0.121
C -4.585 -2.176 0.167
C -4.073 -1.851 1.662
O -5.092 -1.264 2.524
C -5.588 0.028 2.071
N -3.521 -2.550 -0.735
H -5.277 -4.349 0.437
H -6.090 -3.527 -0.883
H -6.505 -3.190 0.816
H -5.035 -1.246 -0.181
H -3.246 -1.143 1.720
H -3.668 -2.755 2.117
H -6.516 0.252 2.596
H -5.778 0.085 0.999
H -4.797 0.727 2.342
H -3.082 -1.723 -1.116
H -3.948 -2.997 -1.533
```

Computed properties:
F_max	0.09249	Eh/bohr
total energy	-64756.1285	eV
<S²>	0.75
total charge	-1
HOMO-LUMO gap (alpha / beta)	0.1865 / 0.2633	hartree
2S+1	2

# C15H38N7O7PPb

A structure of composition C15H38N7O7PPb at a distorted geometry (wB97M-V/def2-TZVPD, the OMol25 dataset).

```
69
C15H38N7O7PPb, DFT wB97M-V/def2-TZVPD
O -0.032 -0.827 -3.949
H 0.029 -0.842 -4.926
Pb 0.471 -0.394 -0.622
N 0.414 1.916 0.685
N 2.012 1.699 -1.249
N -1.424 -1.395 0.712
N -0.787 -2.453 -1.509
O -0.415 1.823 1.672
O -1.705 -0.845 1.967
O -0.505 -3.080 -2.714
O 2.856 1.353 -2.114
C 2.345 2.694 -0.371
C 1.434 2.820 0.716
C -1.647 -2.711 0.645
C -1.160 -3.319 -0.566
C 1.684 3.774 1.825
H 2.334 3.325 2.602
H 0.736 4.093 2.286
H 2.206 4.669 1.448
C 3.581 3.471 -0.578
H 3.718 3.679 -1.650
H 4.471 2.915 -0.234
H 3.555 4.417 -0.030
C -2.277 -3.532 1.706
C -1.116 -4.774 -0.834
H -2.841 -2.929 2.420
H -1.524 -4.103 2.269
H -2.959 -4.255 1.242
H -0.294 -5.001 -1.521
H -2.048 -5.127 -1.299
H -0.974 -5.362 0.078
H -1.330 0.072 1.892
H -0.329 -2.280 -3.311
C -0.770 0.356 -3.511
H -0.038 1.120 -3.207
H -1.454 0.088 -2.687
H -1.380 0.760 -4.335
O -2.840 2.178 0.001
H -3.498 1.627 0.457
H -2.074 2.230 0.620
C 4.149 -2.586 1.089
N 4.013 -1.233 1.657
C 4.550 -0.221 0.730
P 2.566 -0.906 2.394
O 1.406 -0.817 1.455
N 2.259 -2.180 3.398
C 0.859 -2.446 3.752
C 3.204 -2.541 4.458
N 2.798 0.525 3.196
C 1.648 1.032 3.965
C 4.071 0.756 3.884
H 5.219 -2.816 1.019
H 3.716 -2.643 0.075
H 3.657 -3.321 1.736
H 3.999 -0.191 -0.228
H 4.522 0.784 1.173
H 5.594 -0.496 0.515
H 0.211 -2.261 2.889
H 0.788 -3.499 4.056
H 0.513 -1.810 4.586
H 3.018 -3.595 4.708
H 4.244 -2.437 4.125
H 3.053 -1.945 5.376
H 0.789 1.194 3.295
H 1.342 0.350 4.784
H 1.949 1.995 4.402
H 4.071 0.369 4.918
H 4.903 0.309 3.331
H 4.222 1.845 3.932
```

Computed properties:
F_max	0.03294	Eh/bohr
total energy	-55464.9350	eV
HOMO-LUMO gap (alpha / beta)	0.2627 / 0.1330	hartree

# C15H38O12S3V

A structure of composition C15H38O12S3V at a distorted geometry (wB97M-V/def2-TZVPD, the OMol25 dataset).

```
69
C15H38O12S3V, DFT wB97M-V/def2-TZVPD
O -4.345 -4.934 15.776
V -4.251 -5.497 17.284
C -8.046 -7.969 17.603
C -7.191 -6.940 16.811
C -7.958 -5.637 16.652
O -5.902 -6.761 17.233
H -7.594 -8.957 17.731
H -9.012 -8.051 17.112
H -8.134 -7.639 18.647
H -7.235 -7.417 15.816
H -7.922 -4.938 17.491
H -9.027 -5.798 16.470
H -7.613 -5.086 15.773
C -5.856 -1.910 19.584
C -5.679 -2.616 18.266
C -5.033 -1.701 17.205
O -4.931 -3.777 18.382
H -6.498 -1.034 19.438
H -4.947 -1.609 20.108
H -6.446 -2.521 20.273
H -6.691 -2.782 17.862
H -5.070 -2.039 16.171
H -4.020 -1.464 17.528
H -5.572 -0.742 17.204
O -2.116 -4.759 17.532
S -1.179 -3.674 17.499
O 0.187 -3.928 17.137
O -1.806 -2.522 16.553
C -0.894 -1.493 16.170
C -1.685 -0.176 16.175
C -1.288 -2.827 19.110
H -0.533 -1.683 15.160
H -0.050 -1.362 16.847
H -1.134 0.647 15.711
H -2.059 0.147 17.147
H -2.596 -0.185 15.569
H -0.623 -1.970 19.064
H -1.116 -3.578 19.878
H -2.320 -2.505 19.257
O -3.039 -9.542 15.656
S -2.606 -8.179 15.468
O -2.949 -7.149 16.411
O -1.002 -8.174 15.322
C -0.385 -9.302 14.695
C 0.927 -8.804 14.085
C -3.067 -7.698 13.823
H -1.048 -9.748 13.946
H -0.257 -10.116 15.413
H 1.454 -9.669 13.683
H 1.556 -8.469 14.909
H 0.690 -8.025 13.370
H -2.853 -8.458 13.074
H -2.597 -6.768 13.508
H -4.142 -7.514 13.763
O -3.181 -8.162 20.978
S -3.375 -8.066 19.558
O -3.465 -6.762 18.958
O -2.250 -8.898 18.779
C -1.855 -10.172 19.329
C -0.418 -10.436 18.922
C -4.839 -9.038 19.086
H -2.575 -10.867 18.890
H -1.964 -10.308 20.406
H -0.298 -10.211 17.865
H -0.074 -11.424 19.222
H 0.240 -9.760 19.475
H -4.922 -9.914 19.728
H -4.659 -9.381 18.067
H -5.741 -8.432 19.091
```

Computed properties:
F_max	0.09916	Eh/bohr
total energy	-98933.2522	eV
<S²>	0.78
HOMO-LUMO gap (alpha / beta)	0.2933 / 0.2926	hartree
2S+1	2

Among the records above, which one has the lowest total energy? C15H38O12S3V

Number 3 is which compound? C15H37FN5O6PS